1.
A 5-piece molecular cluster, C21H37Cl16NO3SSi overall at a distorted geometry. Source: the OMol25 dataset; level of theory: ωB97M-V with the def2-TZVPD basis set.

Atoms and positions in Å:
C  6.5162  2.6241  0.8563
C  5.2439  1.7804  1.1359
C  3.9934  2.6603  1.3265
C  3.5963  3.4322  0.0447
N  3.0694  2.5088  -0.9774
Si  1.3206  2.4071  -1.0986
C  0.8743  3.0541  -2.8384
C  -0.6418  3.2397  -3.0967
C  -1.4291  1.9435  -3.1944
O  -1.0579  1.1782  -4.3413
C  0.3746  3.2754  0.2912
C  -1.1715  3.0759  0.2515
C  -1.6761  2.7773  1.6868
C  -3.1658  2.2922  1.6535
C  -3.1481  0.7643  1.8495
O  -4.3819  0.1681  1.3393
C  -4.0303  -0.5550  0.1919
C  -3.4298  -1.9304  0.4599
O  -4.2019  -0.1358  -0.8663
C  0.8792  0.5337  -0.9433
S  1.8837  -0.3074  0.3564
C  2.3847  -1.8908  -0.4083
C  3.6007  -2.4143  0.3989
H  6.6428  3.4312  1.5862
H  7.4156  1.9988  0.8492
H  6.4430  3.0621  -0.1465
H  5.4552  1.1630  2.0166
H  5.1425  1.0921  0.2842
H  3.1478  2.0996  1.7382
H  4.2817  3.4249  2.0708
H  4.5398  3.8340  -0.3608
H  2.9594  4.2987  0.2350
H  3.5180  1.6035  -0.9453
H  1.3590  4.0440  -2.8865
H  1.3700  2.4364  -3.5970
H  -0.7415  3.7279  -4.0808
H  -1.0744  3.9539  -2.3888
H  -2.4981  2.2098  -3.2759
H  -1.3422  1.2967  -2.3082
H  -1.6521  0.4220  -4.3508
H  0.6233  4.3445  0.3069
H  0.7268  2.8212  1.2316
H  -1.6314  4.0169  -0.0668
H  -1.5019  2.2256  -0.3552
H  -1.1006  1.9461  2.1182
H  -1.6144  3.6701  2.3156
H  -3.6871  2.7427  2.5032
H  -3.6534  2.5277  0.7025
H  -2.2986  0.3022  1.3307
H  -3.1192  0.5144  2.9160
H  -2.6705  -1.8641  1.2466
H  -2.9677  -2.2862  -0.4627
H  -4.1898  -2.6389  0.8022
H  -0.1555  0.5051  -0.5764
H  1.0021  -0.0089  -1.8853
H  1.5430  -2.5812  -0.3062
H  2.7160  -1.7882  -1.4460
H  4.3738  -1.6364  0.3622
H  3.9930  -3.3490  -0.0090
H  3.3095  -2.5234  1.4496
C  6.5461  -5.4841  1.6852
Cl  7.5872  -6.1901  2.9267
Cl  6.9677  -3.7798  1.4525
Cl  6.7665  -6.3626  0.1660
Cl  4.8581  -5.6097  2.1966
C  -8.3095  0.7065  0.1997
Cl  -9.1830  -0.5757  1.0547
Cl  -8.9578  2.2836  0.6829
Cl  -6.5909  0.6199  0.6107
Cl  -8.5114  0.5000  -1.5509
C  5.5243  -9.6785  2.2514
Cl  7.0611  -10.5523  2.1923
Cl  4.1993  -10.8225  2.5251
Cl  5.5696  -8.4990  3.5642
Cl  5.2736  -8.8349  0.7145
C  -11.7726  -1.8480  -2.2711
Cl  -11.9010  -0.6998  -3.6108
Cl  -12.2017  -1.0374  -0.7615
Cl  -12.8795  -3.2012  -2.5466
Cl  -10.1128  -2.4550  -2.1770

Values from the calculation:
- E_HOMO: -8.4 eV
- SMILES: CCCCN[Si@](CCCO)(CCCCCOC(C)=O)CSCC.ClC(Cl)(Cl)Cl.ClC(Cl)(Cl)Cl.ClC(Cl)(Cl)Cl.ClC(Cl)(Cl)Cl
- Total charge: 0
- Lowest unoccupied orbital energy: 0.0001 Ha

Atomic partial charges in e from the Mulliken method, atoms 1 to 4:
1 C -1.37
2 C -0.13
3 C -0.46
4 C -0.68

=====

2.
C15H22N4PtSSi as an isolated structure. Source: the OMol25 dataset; level of theory: ωB97M-V with the def2-TZVPD basis set.

Atoms and positions in Å:
Pt  -0.5073  0.2027  -0.0517
C  -0.4183  0.6966  -6.5454
C  -0.0596  0.9683  -5.0965
N  -0.2468  -0.2358  -4.3063
C  -0.3094  -0.2905  -2.9679
S  -0.2651  1.2132  -2.0772
N  -0.3967  -1.5192  -2.4588
N  -0.4590  -1.5018  -1.1091
C  -0.5579  -2.6088  -0.4446
C  -0.6260  -3.9336  -1.1264
C  -0.5641  -2.4381  1.0260
C  -0.5267  -3.4941  1.9226
C  -0.4820  -3.2307  3.2846
C  -0.4734  -1.9191  3.7252
C  -0.5154  -0.9018  2.7843
N  -0.5609  -1.1570  1.4806
H  -0.2952  1.6012  -7.1390
H  -1.4537  0.3663  -6.6332
H  0.2272  -0.0728  -6.9743
H  -0.6959  1.7520  -4.6849
H  0.9749  1.3156  -5.0150
H  -0.1753  -1.1289  -4.7693
H  -1.2925  -3.8566  -1.9846
H  -0.9877  -4.7143  -0.4628
H  0.3537  -4.2249  -1.5110
H  -0.5238  -4.5099  1.5584
H  -0.4496  -4.0478  3.9929
H  -0.4323  -1.6747  4.7765
H  -0.5224  0.1477  3.0503
C  0.5859  5.5441  2.2276
Si  -0.7102  4.3218  2.7957
C  -2.4095  5.0886  2.6373
C  -0.4115  3.8619  4.5871
C  -0.6261  2.8248  1.7632
C  -0.5829  1.8228  1.0696
H  0.5742  6.4523  2.8343
H  0.4031  5.8250  1.1886
H  1.5847  5.1078  2.2832
H  -2.4873  6.0023  3.2313
H  -3.1790  4.3936  2.9784
H  -2.6235  5.3384  1.5968
H  -0.4285  4.7459  5.2289
H  0.5547  3.3700  4.7135
H  -1.1877  3.1770  4.9358

Values from the calculation:
- E_HOMO: -7.7 eV
- ΔE to the lowest compared entry with this formula, charge and spin: 0.0 kJ/mol
- Total charge: 0
- Lowest unoccupied orbital energy: -0.0252 Ha

Atomic partial charges in e from the natural (NBO) method, atoms 1 to 4:
1 Pt 0.61
2 C -0.61
3 C -0.22
4 N -0.57

=====

Among the records above, which one has the lowest E_HOMO? C21H37Cl16NO3SSi